Here is a structure of composition C18H37Br2CdCl2NO3P2S2Si at a distorted geometry from the Open Molecules 2025 dataset. Energies are from ωB97M-V/def2-TZVPD.

Properties
E_tot   -244701.0365 eV
Charge   +2

Geometry as XYZ:
```
69
C18H37Br2CdCl2NO3P2S2Si ωB97M-V/def2-TZVPD
C 2.06 3.80 0.28
C 0.94 4.84 0.20
C -0.42 4.24 -0.16
C -0.47 3.76 -1.61
N -1.20 2.46 -1.80
C -0.47 1.47 -2.65
C -0.48 0.01 -2.14
C 0.91 -0.44 -1.65
C 1.18 -0.39 -0.13
Si 1.63 -2.06 0.63
P 0.33 -3.64 -0.35
P -0.98 -4.66 1.01
O -2.10 -5.24 0.23
O 0.04 -5.64 1.71
O -1.46 -3.65 2.16
C 1.42 -2.04 2.54
Cl 2.92 -2.56 3.31
C 0.88 -0.65 2.99
C -0.63 -0.62 2.85
Cl 1.24 -0.24 4.68
C 3.35 -2.43 -0.01
Br 3.91 -4.21 0.48
C 4.37 -1.29 0.25
C 5.63 -1.62 1.02
Br 4.82 -0.48 -1.47
C -2.53 2.61 -1.95
S -3.50 3.87 -1.52
S -3.48 1.44 -2.88
C -4.66 0.95 -1.55
C -4.04 0.26 -0.35
C -3.88 -1.26 -0.53
H 2.16 3.43 1.30
H 1.87 2.95 -0.39
H 3.02 4.23 -0.01
H 1.18 5.65 -0.48
H 0.83 5.28 1.19
H -1.19 5.02 -0.04
H -0.70 3.44 0.53
H -0.92 4.52 -2.26
H 0.55 3.60 -1.97
H 0.57 1.79 -2.69
H -0.84 1.55 -3.68
H -1.24 -0.11 -1.36
H -0.77 -0.63 -2.97
H 1.06 -1.45 -2.04
H 1.67 0.17 -2.14
H 0.30 0.01 0.40
H 1.97 0.34 0.05
H -0.61 -2.92 -1.10
H -0.29 -6.07 2.50
H -1.80 -4.10 2.94
H 0.66 -2.77 2.83
H 1.36 0.13 2.41
H -1.07 -1.27 3.61
H -1.00 0.39 3.03
H -0.95 -0.96 1.87
H 3.19 -2.50 -1.09
H 3.86 -0.49 0.79
H 6.30 -0.77 0.98
H 6.16 -2.47 0.60
H 5.39 -1.79 2.07
H -5.19 1.86 -1.27
H -5.34 0.23 -2.03
H -4.71 0.45 0.48
H -3.08 0.72 -0.11
H -4.13 -1.59 -1.54
H -4.55 -1.79 0.15
H -2.88 -1.59 -0.29
Cd -6.18 0.93 -3.84
```

Löwdin charges in e: -0.0860 -0.2392 -0.2034 -0.1614 -0.0963 -0.1390 -0.1699 -0.2522 -0.2618 0.3899 0.7969 0.1914 -0.3227 -0.1558 -0.1906 -0.7750 0.6414 -0.8159 -0.1547 0.6463 -0.8775 0.7472 -0.8209 -0.1806 0.7383 -1.0288 0.9040 0.8709 -0.6097 -0.2680 -0.0686 0.0779 0.0492 0.0830 0.1168 0.1149 0.0951 0.1188 0.1221 0.1153 0.1171 0.1178 0.0826 0.1172 0.0755 0.0908 0.0586 0.0665 -0.1204 0.0936 0.0915 0.0395 0.0704 0.0787 0.0807 0.0503 0.0132 0.0601 0.0764 0.0631 0.0587 0.0359 -0.0414 0.1290 0.1007 0.0788 0.0920 0.0561 1.2254


Here is a structure of composition C5H14N2O at a distorted geometry from the Open Molecules 2025 dataset. Energies are from ωB97M-V/def2-TZVPD.

Properties
Relative energy (zero: lowest compared OMol25 entry of this formula, charge and spin)   414.9 kJ/mol

Geometry as XYZ:
```
22
C5H14N2O ωB97M-V/def2-TZVPD
C -1.73 -0.62 -0.49
C 0.64 -1.81 0.22
C -0.27 -0.75 0.78
N -1.66 -1.10 -1.87
O -0.60 -0.75 1.96
H -1.01 -0.56 -2.43
H -1.38 -2.07 -1.92
H -2.38 -1.31 0.06
H -2.29 0.33 -0.44
H 1.58 -1.82 0.78
H 0.18 -2.79 0.37
H 0.83 -1.66 -0.84
C 1.89 1.04 -0.06
C -0.06 2.07 0.98
N 0.45 1.00 0.13
H -0.35 0.61 -0.55
H 2.20 0.31 -0.81
H -0.24 2.96 0.38
H 2.23 2.03 -0.39
H 2.40 0.81 0.88
H 0.58 2.29 1.84
H -1.02 1.79 1.42
```

Löwdin charges in e: -0.2048 -0.0538 -0.4819 -0.0310 -0.0090 0.0556 0.0594 0.0878 0.0850 0.0843 0.0910 0.0618 -0.0922 -0.0931 -0.1963 0.1286 0.0770 0.0833 0.0808 0.0945 0.0917 0.0812


Here is a structure of composition C13H34N2O2Si2 at a distorted geometry from the Open Molecules 2025 dataset. Energies are from ωB97M-V/def2-TZVPD.

Properties
Relative energy (zero: lowest compared OMol25 entry of this formula, charge and spin)   0.0 kJ/mol

Geometry as XYZ:
```
53
C13H34N2O2Si2 ωB97M-V/def2-TZVPD
C 2.94 -4.42 0.47
C 2.16 -3.46 -0.44
O 1.56 -2.39 0.26
C 1.11 -4.16 -1.27
O 0.06 -4.78 -0.53
C -0.83 -3.92 0.11
C -2.14 -4.56 0.57
C -2.75 -3.31 1.19
N -2.65 -2.35 0.03
C -1.37 -2.73 -0.68
H 2.40 -5.35 0.63
H 3.89 -4.66 0.00
H 3.17 -3.92 1.40
H 2.89 -3.06 -1.15
H 2.20 -1.67 0.40
H 1.61 -4.96 -1.81
H 0.74 -3.48 -2.04
H -0.36 -3.58 1.04
H -2.73 -4.74 -0.33
H -2.07 -5.40 1.24
H -2.07 -2.88 1.91
H -3.73 -3.38 1.63
H -2.57 -1.36 0.32
H -3.42 -2.46 -0.62
H -0.67 -1.91 -0.79
H -1.62 -3.05 -1.68
C -1.19 0.52 0.72
Si -0.18 1.95 -0.05
C -0.62 1.93 -1.89
C 1.62 1.38 0.10
N -0.53 3.35 0.75
Si 0.14 4.87 0.44
C -0.21 5.52 -1.30
C 2.02 4.94 0.69
C -0.59 6.13 1.63
H -0.93 -0.41 0.20
H -0.95 0.40 1.78
H -2.26 0.72 0.62
H -0.59 0.92 -2.31
H 0.07 2.55 -2.47
H -1.63 2.32 -2.04
H 1.95 1.43 1.14
H 2.29 2.00 -0.50
H 1.73 0.34 -0.25
H 0.36 4.98 -2.07
H 0.06 6.58 -1.39
H -1.27 5.43 -1.54
H 2.29 4.50 1.65
H 2.37 5.98 0.69
H 2.56 4.42 -0.10
H -0.38 5.85 2.66
H -1.68 6.19 1.50
H -0.18 7.13 1.45
```

Löwdin charges in e: -0.0199 -0.4008 -0.0457 -0.1491 -0.0577 -0.3479 -0.0719 -0.0943 0.0853 -0.0617 0.0779 0.0778 0.0824 0.1467 0.0954 0.1384 0.1275 0.1487 0.1300 0.1347 0.1370 0.1353 0.1301 0.1811 0.1035 0.1452 -0.1922 0.1886 -0.1976 -0.1867 -0.2335 0.2114 -0.2039 -0.2040 -0.2116 -0.0270 0.0326 0.0256 0.0014 0.0110 0.0192 0.0263 0.0144 -0.0105 0.0043 0.0142 0.0167 0.0169 0.0143 0.0038 0.0129 0.0127 0.0124